[1]
Density functional theory data (wB97M-V/def2-TZVPD) for a single H7N4OP molecule.

Output
SMILES   NNP(O)NN
HOMO energy   -7.11 eV
Total charge   0
2S+1   1

Geometry (Å):
N -1.64709 2.06349 -0.40504
N 1.93714 -1.70048 -0.51885
N -0.65954 1.26032 -0.85490
N 0.67555 -1.30715 -0.01693
O -1.02952 -0.28145 1.43588
P 0.37038 0.12979 0.67369
H -2.52145 1.48596 -0.35343
H -1.47935 2.83822 0.12789
H 2.26798 -2.62190 -0.16334
H 2.69795 -1.19247 0.04360
H 0.09225 1.87611 -1.22478
H 0.00502 -1.63380 -0.77764
H -0.70932 -0.91664 2.03385

Atomic partial charges in e from the Mulliken method, atoms 1 to 6:
1. N -0.34
2. N -0.69
3. N -0.46
4. N 0.02
5. O -0.46
6. P 0.19

[2]
Density functional theory data (wB97M-V/def2-TZVPD) for a single C7H11N4O2P molecule.

Output
SMILES   NP(N)(=O)C[C@@H](N=O)c1ccccn1
HOMO energy   -9.01 eV
Total charge   0
2S+1   1

Geometry (Å):
C 3.26186 -0.92986 -0.80541
C 2.89547 -1.68804 0.31558
C 2.43191 0.14312 -1.16955
C 1.63018 -1.43529 0.85098
C 1.29460 0.41299 -0.41196
C -0.92161 1.70766 0.25362
C 0.61601 1.74409 -0.63296
N 0.87265 -0.40335 0.53594
N 1.07547 2.96284 0.03227
N -3.21762 0.57187 -0.37620
N -1.93356 -1.09179 1.03257
O 2.06284 3.01104 0.72445
O -1.04685 -0.64906 -1.36204
P -1.57212 0.00006 -0.20232
H 4.18855 -1.34376 -1.24385
H 3.35048 -2.56066 0.78512
H 2.48950 0.83285 -1.94657
H 1.09510 -2.00764 1.64928
H -1.53054 2.38510 -0.17254
H -0.53836 1.65056 1.33296
H 0.33185 1.94034 -1.62135
H -3.69540 -0.01735 -1.03679
H -3.36988 1.53255 -0.60350
H -1.42645 -1.93544 0.87063
H -2.10513 -0.67499 1.90588

Atomic partial charges in e from the Mulliken method, atoms 1 to 6:
1. C -0.43
2. C -0.61
3. C -0.77
4. C -0.08
5. C 0.75
6. C -1.08

[3]
Density functional theory data (wB97M-V/def2-TZVPD) for a molecular structure, CH2BrOP.

Output
HOMO energy (alpha / beta)   -9.60 / -7.20 eV
Total charge   0
2S+1   1

Geometry (Å):
C -1.77780 -0.18739 0.01575
O 2.87545 0.09358 -0.70025
P 2.67786 0.20919 0.71387
Br -0.20847 -0.27126 1.07657
H -1.35525 -0.74213 -0.88348
H -2.21178 0.89800 -0.22246

The Mulliken scheme yields these atomic charges, measured in e:
1. C -0.44
2. O -0.34
3. P 0.27
4. Br 0.00
5. H 0.24
6. H 0.28

[4]
Density functional theory data (wB97M-V/def2-TZVPD) for 5 unconnected molecules or ions with the total composition C32H72N4O5.

Output
SMILES   CC1(C)CCCC(C)(C)N1O.CC1(C)CCCC(C)(C)N1O.CC1(C)CCCC(C)(C)N1O.COC[C@H](C)N.CO
HOMO energy   -8.01 eV
Total charge   0
2S+1   1

Geometry (Å):
C 2.71550 -3.06366 1.23099
C 3.52812 -2.84176 -0.05686
C 3.51616 -4.11115 -0.91556
C 2.27075 -4.31459 -1.79572
C 1.93620 -3.03773 -2.56176
C 1.77476 -1.82749 -1.63598
N 2.99971 -1.73382 -0.86524
O 3.12144 -0.49802 -0.18807
C 1.61886 -0.58556 -2.51170
C 0.46404 -1.98636 -0.83452
C 4.96640 -2.52438 0.31591
H 3.23596 -3.74137 1.91186
H 1.68685 -3.38949 1.11113
H 2.69334 -2.10632 1.76641
H 4.35009 -4.04928 -1.62519
H 3.62415 -5.03286 -0.34305
H 1.43261 -4.61448 -1.16155
H 2.42274 -5.10550 -2.53124
H 1.05474 -3.19765 -3.18875
H 2.73030 -2.80408 -3.27984
H 0.73329 -0.64149 -3.14404
H 1.45427 0.25034 -1.82565
H 2.48740 -0.37617 -3.13786
H 0.39600 -1.29543 0.01057
H -0.40292 -1.72078 -1.44449
H 0.32427 -2.99305 -0.44972
H 5.42937 -3.40773 0.75802
H 5.04212 -1.69057 1.01513
H 5.57048 -2.24186 -0.54968
H 3.81694 -0.03265 -0.66257
C -1.29246 -2.54483 2.53794
C -0.89121 -2.78995 3.99902
C -0.44556 -4.24975 4.10565
C 0.31628 -4.53515 5.40075
C 1.47696 -3.55324 5.53084
C 1.04934 -2.08237 5.48671
N 0.21298 -1.88178 4.29955
O -0.21937 -0.53757 4.19397
C 0.42668 -1.64075 6.81326
C 2.34141 -1.27567 5.25236
C -2.15766 -2.58429 4.85603
H -2.17930 -3.14517 2.31166
H -0.47676 -2.77888 1.85585
H -1.63729 -1.52539 2.34989
H -1.31599 -4.89906 3.98677
H 0.19108 -4.50461 3.24835
H 0.62381 -5.57966 5.39730
H -0.37817 -4.33704 6.22370
H 2.23884 -3.80986 4.79147
H 1.93821 -3.74198 6.50608
H 0.30720 -0.55919 6.83384
H -0.54875 -2.09854 6.97344
H 1.04840 -1.97683 7.64463
H 2.96557 -1.75172 4.49225
H 2.15571 -0.27173 4.86831
H 2.94334 -1.18948 6.15935
H -2.44297 -1.52992 4.86086
H -2.06534 -2.89924 5.89426
H -2.99103 -3.13626 4.41767
H 0.35058 -0.22192 3.48198
C -2.49528 1.00666 -2.79965
C -1.89469 2.16553 -3.61296
C -0.56003 2.50268 -2.94775
C 0.34361 3.42245 -3.76494
C 0.59360 2.72397 -5.10310
C -0.70608 2.39505 -5.85630
N -1.61059 1.67470 -4.95519
O -2.79122 1.27217 -5.62200
C -1.29058 3.68557 -6.47010
C -0.31141 1.45688 -6.99817
C -2.84091 3.38430 -3.58815
H -2.31349 1.18527 -1.73965
H -2.03148 0.04895 -3.04363
H -3.56621 0.90835 -2.98204
H -0.77320 2.94036 -1.96580
H -0.03033 1.57628 -2.71767
H 1.26456 3.58916 -3.20631
H -0.16105 4.37515 -3.93114
H 1.13404 1.78799 -4.91802
H 1.28091 3.30604 -5.72192
H -1.59266 4.38466 -5.69362
H -0.49501 4.12252 -7.07283
H -2.18459 3.45993 -7.05026
H 0.54978 1.87608 -7.52351
H -0.03032 0.46874 -6.62956
H -1.09663 1.35012 -7.74993
H -2.26191 4.30688 -3.59201
H -3.51389 3.41852 -2.72982
H -3.49559 3.36350 -4.46166
H -2.57776 0.38548 -5.92930
C -3.57077 2.76932 0.41335
C -3.31607 4.04563 1.22684
C -2.83828 5.15336 0.28404
O -1.50596 4.96801 -0.17001
C -0.53409 5.00107 0.83782
N -4.52035 4.35692 2.01647
H -2.61414 2.33258 0.11179
H -4.09505 2.97384 -0.52233
H -4.12387 2.04296 1.00304
H -2.52970 3.83577 1.95190
H -2.87443 6.12311 0.80540
H -3.46719 5.20555 -0.60327
H -0.47362 4.10773 1.46823
H -0.70667 5.86180 1.49957
H 0.44099 5.10486 0.36205
H -4.24208 4.83986 2.86635
H -5.09353 5.04887 1.53680
C 0.23277 1.25301 1.15419
O 1.12051 0.34845 1.76462
H -0.58082 0.77091 0.60268
H -0.20642 1.85694 1.94809
H 0.74373 1.95071 0.48141
H 1.67489 -0.14849 1.15322

Atomic partial charges in e from the Mulliken method, atoms 1 to 6:
1. C -1.51
2. C 2.03
3. C -1.22
4. C -0.68
5. C -1.40
6. C 2.34